No. 1
The following is a quantum chemistry calculation of a molecular structure, C4H10O4P in a non-equilibrium geometry, from OMol25.

Structure (XYZ):
```
19
Properties=species:S:1:pos:R:3:forces:R:3:mulliken_charge:R:1
C -2.2933 -1.3075 0.7215 -0.503 -2.771 -0.681 -0.41
C -2.4483 -0.9713 -0.7367 -1.970 1.327 -0.642 -0.26
C 2.6415 -0.9670 -0.0698 5.038 2.360 -0.245 -0.48
C 0.8943 2.5506 0.0781 1.139 -0.727 -0.128 -0.57
O -1.5274 -0.3295 1.3089 1.709 2.364 1.322 -0.33
O -1.4102 0.0057 -1.0699 0.796 0.613 1.331 -0.30
O 1.4142 -1.2873 -0.2520 -4.275 0.135 0.718 -0.35
O -0.2380 1.7914 0.5586 -0.952 -1.371 0.262 -0.23
P -0.5072 0.2681 0.2479 -0.357 0.031 -1.118 0.89
H -3.2093 -1.5667 1.2202 -0.585 0.973 0.477 0.38
H -1.7649 -2.2465 0.8119 0.513 -0.339 -0.091 0.33
H -2.1801 -1.8029 -1.3055 -0.107 -1.390 -1.101 0.31
H -3.5059 -0.5978 -1.0177 2.004 -0.186 0.331 0.28
H 3.0003 -0.0968 -0.8432 -0.437 -1.810 1.748 0.28
H 3.0918 -1.9207 -0.5407 0.214 0.791 0.541 0.30
H 3.1556 -0.7857 1.0316 -1.606 -0.669 -2.452 0.27
H 0.8136 2.6220 -0.9882 0.443 -0.560 -0.706 0.34
H 1.8288 2.0949 0.4893 -0.754 0.558 -0.643 0.30
H 0.7915 3.5686 0.3577 -0.311 0.670 1.075 0.27
```
Forces are in eV/Å.

Results
* HOMO-LUMO gap (spin up / spin down): 7.964 / 8.431 eV
* ΔE to the lowest compared entry with this formula, charge and spin: 110.5 kcal per mole
* total charge: +1
* strongest force on any atom: 5.569 eV/Å
* HOMO energy (spin up / spin down): -14.65 / -14.24 eV


No. 2
The following is a quantum chemistry calculation of a single C4H10OP2S4 molecule in a non-equilibrium geometry, from OMol25.

Structure (XYZ):
```
21
Properties=species:S:1:pos:R:3:forces:R:3:mulliken_charge:R:1
C 2.1099 -2.2761 -0.6962 -0.668 2.094 1.654 -0.68
C 1.5434 -1.6728 0.3456 -1.731 0.284 -1.261 -0.28
C 2.0788 1.6565 0.0167 1.088 -0.370 3.536 -1.22
C 0.7313 1.2962 0.7158 -0.296 1.077 0.658 -0.13
O -3.0847 -0.4827 -1.4311 0.418 -0.274 -0.067 -0.69
P 0.1249 -0.3101 -0.0223 2.463 -1.315 2.318 0.64
P -3.0586 0.1791 -0.1044 -0.659 0.311 0.342 0.71
S -0.0797 -0.1855 -2.0665 1.018 0.400 0.190 -0.23
S -2.6312 2.0672 0.1398 -0.261 -0.735 0.119 -0.36
S -4.8468 -0.5060 0.8221 0.724 -0.840 -1.223 -0.25
S -1.3560 -1.1237 1.0853 -0.931 0.642 -0.837 -0.26
H 2.8137 -3.0142 -0.6043 1.360 -2.099 0.517 0.34
H 2.0688 -1.8443 -1.6299 -0.431 0.716 -2.158 0.22
H 1.5963 -2.2073 1.2936 -0.225 0.806 0.291 0.34
H 2.7467 0.7313 0.1450 -0.843 1.273 -1.557 0.31
H 1.8630 2.2321 -0.8314 0.242 -0.334 -2.160 0.40
H 2.7162 2.4074 0.5873 -1.177 -0.716 -0.006 0.34
H -0.1356 2.0602 0.5456 1.696 -1.375 0.288 0.04
H 0.9250 1.2272 1.8564 -0.719 -0.460 -1.867 0.33
H -1.3469 -0.5809 -1.9507 -1.116 -0.182 -0.037 0.28
H -4.7786 0.3465 1.7836 0.048 1.097 1.260 0.15
```
Forces are in eV/Å.

Results
* HOMO-LUMO gap: 8.646 eV
* ΔE to the lowest compared entry with this formula, charge and spin: 5.9 kcal per mole
* strongest force on any atom: 3.718 eV/Å
* HOMO energy: -8.82 eV


No. 3
The following is a quantum chemistry calculation of 2 unconnected molecules or ions with the total composition C4H10OS in a non-equilibrium geometry, from OMol25.

Structure (XYZ):
```
16
Properties=species:S:1:pos:R:3:forces:R:3:mulliken_charge:R:1
C -0.5975 -3.1207 -0.7163 -0.281 -1.226 1.186 -1.08
C -0.3508 -1.7308 -0.2686 1.614 0.004 -2.740 0.33
O -0.5452 -0.8476 -1.0802 -0.353 0.500 1.254 -0.46
H 0.3558 -3.6023 -0.9307 0.398 0.355 -0.293 0.29
H -1.2262 -3.1763 -1.6062 -0.106 0.004 0.382 0.30
H -0.9002 -3.7427 0.1386 -0.632 0.040 -0.338 0.34
H 0.3717 -1.6077 0.5587 -0.630 0.316 0.567 0.28
C 1.6794 1.4787 0.6078 -1.742 1.429 -0.063 -0.55
S 0.7504 3.0885 0.2545 0.472 -0.680 -0.036 -0.10
C -0.9575 2.5061 0.2591 -0.028 -1.207 -0.088 -0.68
H 1.3681 1.2404 1.6227 0.634 -0.188 0.143 0.23
H 2.7219 1.7551 0.4725 -0.024 -0.424 0.174 0.32
H 1.2939 0.7035 -0.0532 0.365 0.116 -0.244 0.05
H -1.0436 1.6138 -0.3846 0.050 0.481 -0.016 0.16
H -1.2969 2.1621 1.2419 0.118 0.385 0.061 0.26
H -1.6231 3.2799 -0.1161 0.145 0.097 0.051 0.31
```
Forces are in eV/Å.

Results
* HOMO-LUMO gap: 8.912 eV
* ΔE to the lowest compared entry with this formula, charge and spin: 23.5 kcal per mole
* strongest force on any atom: 3.180 eV/Å
* HOMO energy: -8.20 eV


No. 4
The following is a quantum chemistry calculation of 2 unconnected molecules or ions with the total composition C4H10OS in a non-equilibrium geometry, from OMol25.

Structure (XYZ):
```
16
Properties=species:S:1:pos:R:3:forces:R:3:mulliken_charge:R:1
C -2.9599 0.1102 0.5669 0.852 -0.885 -0.330 -0.90
C -1.8588 -0.9430 0.5516 -1.427 -1.028 -1.021 0.22
O -1.9441 -2.0028 1.1120 0.157 0.051 0.675 -0.48
H -3.8182 -0.2325 1.1465 0.382 0.335 0.403 0.29
H -2.4613 1.0251 0.8586 -0.513 0.547 0.251 0.30
H -3.3120 0.1987 -0.4617 0.183 0.232 -0.137 0.28
H -1.0785 -0.8736 -0.2254 0.380 0.756 0.141 0.30
C 1.7764 0.9212 -1.1512 0.048 -0.260 -0.035 -0.87
C 2.0094 0.4439 0.2833 0.731 -0.761 -0.309 -0.40
S 2.9000 -1.2175 0.4351 0.335 1.367 -0.014 -0.19
H 2.6368 1.3924 -1.6472 -0.019 -0.249 0.455 0.32
H 1.5329 0.0311 -1.7338 -0.349 0.304 -0.289 0.27
H 0.9644 1.6640 -1.1685 0.083 -0.355 -0.083 0.26
H 1.0705 0.1825 0.7657 -0.010 0.727 0.209 0.16
H 2.6176 1.1844 0.8145 -0.383 -0.386 0.339 0.35
H 1.9247 -1.8840 -0.1465 -0.450 -0.395 -0.255 0.10
```
Forces are in eV/Å.

Results
* HOMO-LUMO gap: 9.864 eV
* ΔE to the lowest compared entry with this formula, charge and spin: 20.8 kcal per mole
* strongest force on any atom: 2.033 eV/Å
* HOMO energy: -9.09 eV


No. 5
The following is a quantum chemistry calculation of 2 unconnected molecules or ions with the total composition C4H10OS in a non-equilibrium geometry, from OMol25.

Structure (XYZ):
```
16
Properties=species:S:1:pos:R:3:forces:R:3:mulliken_charge:R:1
C -0.6297 2.7679 -0.5751 -0.562 -0.518 1.206 -0.91
C 0.0521 1.6687 0.1920 0.496 -0.452 1.195 0.22
O -0.4713 1.0779 1.1240 0.360 0.883 -1.134 -0.49
H -1.4729 2.9829 0.1411 0.589 0.470 -1.252 0.27
H -0.9952 2.3073 -1.4972 -0.146 0.250 -0.036 0.24
H 0.0415 3.6089 -0.8211 -0.423 -0.356 0.256 0.32
H 1.1117 1.4136 -0.0586 -0.357 0.031 -0.180 0.35
C -0.6061 -1.6591 -0.5076 0.929 3.187 -0.668 -0.96
C 0.3102 -1.7587 0.6743 1.856 -0.318 0.171 -0.28
S 1.7390 -2.8637 0.2377 -0.938 -0.993 -0.208 -0.27
H -1.2612 -2.4976 -0.7315 0.369 0.044 -0.182 0.36
H -0.0099 -1.1595 -1.3460 -0.699 -1.693 0.373 0.29
H -1.1581 -0.7476 -0.2581 -1.030 -0.516 0.090 0.25
H 0.9340 -0.8725 0.8753 -1.212 0.115 -0.244 0.11
H -0.2492 -1.9772 1.5817 0.338 -0.507 0.094 0.39
H 2.6651 -2.2912 0.9692 0.429 0.372 0.518 0.11
```
Forces are in eV/Å.

Results
* HOMO-LUMO gap: 9.609 eV
* ΔE to the lowest compared entry with this formula, charge and spin: 29.1 kcal per mole
* strongest force on any atom: 3.387 eV/Å
* HOMO energy: -8.74 eV


No. 6
The following is a quantum chemistry calculation of 2 unconnected molecules or ions with the total composition C4H10OS in a non-equilibrium geometry, from OMol25.

Structure (XYZ):
```
16
Properties=species:S:1:pos:R:3:forces:R:3:mulliken_charge:R:1
C -2.7685 -0.0351 0.3603 -0.727 0.141 -0.677 -0.68
C -2.3800 -1.3115 0.4805 1.008 1.163 1.524 0.12
O -1.7826 -1.6663 1.6859 1.065 -0.081 -1.142 -0.44
H -3.6660 0.2712 -0.1637 0.629 -0.063 -1.121 0.25
H -2.2855 0.7837 0.8904 -0.427 -0.437 0.906 0.17
H -2.1951 -2.0376 -0.2970 -1.362 -0.527 0.051 0.31
H -1.2876 -0.8785 1.9609 -0.108 -0.211 0.400 0.27
C 2.0771 1.5364 0.3612 0.567 -1.356 1.443 -0.82
S 1.6090 -0.2546 0.3678 -0.155 0.738 -0.017 -0.08
C 1.5040 -0.4547 -1.4243 0.058 0.318 -0.088 -0.90
H 1.7350 1.9273 -0.5678 0.029 0.676 -0.424 0.27
H 3.1467 1.5211 0.5422 0.290 0.363 -0.807 0.28
H 1.7259 2.0689 1.2402 -0.733 -0.035 -0.138 0.32
H 0.4805 -0.3778 -1.7822 -0.023 -0.232 -0.009 0.27
H 2.1006 0.2769 -1.9582 0.075 0.428 0.202 0.33
H 1.9865 -1.3696 -1.6962 -0.185 -0.883 -0.102 0.34
```
Forces are in eV/Å.

Results
* HOMO-LUMO gap: 9.466 eV
* ΔE to the lowest compared entry with this formula, charge and spin: 53.7 kcal per mole
* strongest force on any atom: 2.166 eV/Å
* HOMO energy: -8.63 eV